Record 1
A structure of composition C23H27AuIN5Sb2Se2, computed with the ωB97M-V functional and the def2-TZVPD basis.

```
61
Properties=species:S:1:pos:R:3:forces:R:3
Au -1.194 0.145 -0.999 -0.5 0.0 0.2
C 4.182 1.934 -1.388 -0.1 0.0 0.0
Sb 2.567 0.563 -1.171 0.1 -0.1 -0.1
C 2.851 -0.496 -3.002 -0.1 0.0 0.0
C 3.575 -0.815 0.150 0.0 -0.1 0.3
C 3.636 -0.204 1.523 0.3 0.0 -0.3
C 4.810 0.426 1.948 0.0 -0.2 0.0
C 4.922 0.988 3.208 0.0 0.0 0.0
C 3.849 0.927 4.089 0.0 0.0 0.0
C 2.672 0.335 3.673 -0.1 0.0 -0.1
C 2.540 -0.213 2.387 -0.2 0.2 0.2
C 1.195 -0.724 1.988 -0.1 -0.1 0.3
Sb -0.021 0.936 1.264 0.4 -0.3 -0.4
C 1.000 2.738 1.585 0.0 0.0 0.1
C -1.810 0.931 2.365 0.0 0.1 0.2
H 4.292 2.533 -0.486 0.0 0.0 0.0
H 3.982 2.594 -2.229 0.0 0.0 0.0
H 5.095 1.371 -1.572 0.0 0.0 0.0
H 3.861 -0.900 -3.021 0.0 0.0 0.0
H 2.727 0.199 -3.830 0.0 0.0 0.0
H 2.135 -1.310 -3.123 0.0 0.0 0.0
H 4.576 -1.051 -0.207 0.0 0.2 -0.1
H 3.031 -1.764 0.163 0.0 0.1 0.0
H 5.664 0.444 1.283 0.0 0.0 0.0
H 5.853 1.451 3.506 0.0 0.0 0.0
H 3.931 1.331 5.088 0.0 0.0 0.0
H 1.833 0.282 4.360 0.0 0.0 0.0
H 0.629 -1.004 2.880 -0.1 0.0 0.0
H 1.155 -1.564 1.297 0.1 0.2 -0.1
H 1.286 2.748 2.636 0.0 0.0 0.0
H 0.321 3.553 1.350 0.0 0.0 0.0
H 1.885 2.762 0.958 0.0 0.0 0.0
H -1.602 1.368 3.342 0.0 0.0 0.0
H -2.168 -0.090 2.471 0.0 0.0 -0.1
H -2.543 1.541 1.843 -0.1 0.0 0.0
Se -2.898 4.209 0.135 0.0 0.0 0.0
C -1.848 2.963 -0.378 -0.1 0.1 0.1
N -1.054 2.127 -0.720 0.1 0.0 0.1
I 1.998 -4.808 -0.993 0.0 0.0 0.0
C 0.152 -3.905 -1.254 0.0 0.1 0.0
C -0.985 -4.623 -1.613 0.0 0.1 0.0
C -2.181 -3.944 -1.775 0.0 0.0 0.0
C -2.224 -2.578 -1.571 0.0 -0.1 0.0
N -1.125 -1.893 -1.224 0.0 -0.1 0.0
C 0.040 -2.540 -1.073 0.0 -0.1 0.0
H -0.934 -5.693 -1.765 0.0 0.0 0.0
H -3.083 -4.467 -2.061 0.0 0.0 0.0
H -3.134 -2.009 -1.681 0.0 0.0 0.0
H 0.897 -1.934 -0.812 0.0 0.0 0.0
Se -5.725 -1.125 1.252 0.0 0.1 -0.1
N -6.798 -0.295 0.130 -0.1 -0.1 0.1
C -6.040 0.233 -0.811 -0.1 0.0 0.0
C -6.510 0.996 -1.921 0.1 0.1 -0.1
C -5.581 1.473 -2.788 -0.1 0.0 0.1
C -4.195 1.197 -2.571 0.0 0.0 0.1
N -3.720 0.497 -1.576 0.3 0.0 -0.4
C -4.628 0.007 -0.676 0.1 0.0 0.2
N -4.241 -0.695 0.372 0.0 -0.1 0.0
H -7.569 1.177 -2.041 0.0 0.0 0.0
H -5.862 2.064 -3.647 0.0 0.0 0.0
H -3.470 1.599 -3.271 0.0 0.0 0.0
```
Positions in Å, forces in eV/Å.

* Kohn-Sham gap: 5.84 eV
* calculated total energy: -6882.5193 a.u.
* highest occupied orbital energy: -13.60 eV
* ΔE to the lowest compared entry with this formula, charge and spin: 0.00 kcal per mole
* net charge: +2


Record 2
A structure of composition C23H27BClI2N10O2W, computed with the ωB97M-V functional and the def2-TZVPD basis.

```
67
Properties=species:S:1:pos:R:3:forces:R:3
W 0.468 0.217 -0.004 0.2 -0.3 0.9
C 2.878 -1.439 -2.379 0.0 0.0 0.0
C 2.801 -1.850 -0.949 0.1 -0.1 0.0
C 3.610 -2.795 -0.347 0.0 0.1 0.0
C 3.214 -2.848 0.980 -0.1 0.0 0.0
N 2.219 -1.988 1.161 0.2 0.1 0.0
N 1.942 -1.349 -0.012 -0.4 0.4 0.1
B 1.499 -1.653 2.495 0.0 0.0 0.1
N 1.673 -0.153 2.795 0.2 0.0 0.1
C 2.011 0.456 3.933 0.0 0.0 -0.1
C 1.734 1.803 3.818 0.0 0.0 0.0
C 1.207 1.983 2.550 0.0 0.1 0.0
C 0.792 3.296 1.981 0.0 0.0 0.0
N 1.167 0.775 1.923 -0.3 -0.1 -0.1
N -0.021 -1.824 2.269 0.0 0.2 -0.1
C -0.913 -2.414 3.057 0.0 0.0 0.1
C -2.179 -2.136 2.590 0.0 -0.1 -0.1
C -2.014 -1.326 1.482 0.1 0.0 0.0
C -3.170 -0.831 0.677 0.0 0.1 0.2
N -0.668 -1.104 1.292 -0.4 -0.3 0.1
N 2.014 -2.564 3.560 0.0 -0.1 -0.1
C 1.801 -3.911 3.674 0.0 0.0 0.0
C 2.795 -4.427 4.452 0.0 0.0 0.0
C 3.626 -3.323 4.769 0.0 0.0 0.0
C 4.852 -3.308 5.621 0.0 0.0 0.0
N 3.166 -2.219 4.211 0.0 0.0 0.0
H 3.645 -2.037 -2.865 0.0 0.0 0.0
H 3.173 -0.396 -2.491 0.0 0.0 0.0
H 1.936 -1.603 -2.902 0.0 0.0 0.0
H 4.394 -3.361 -0.820 0.0 0.0 0.0
H 3.578 -3.444 1.802 0.0 0.0 0.0
H 2.437 -0.122 4.735 0.0 0.0 0.0
H 1.894 2.569 4.556 0.0 0.0 0.0
H 0.561 3.968 2.805 0.0 0.0 0.0
H -0.080 3.231 1.337 0.1 0.0 0.1
H 1.609 3.735 1.410 0.0 0.0 0.0
H -0.596 -2.986 3.912 0.0 0.0 0.0
H -3.114 -2.486 2.991 0.0 0.0 0.0
H -3.944 -1.598 0.697 0.0 0.0 0.0
H -2.936 -0.597 -0.351 0.0 0.1 -0.1
H -3.587 0.062 1.145 0.0 0.0 0.0
H 0.976 -4.404 3.185 0.0 0.0 0.0
H 2.912 -5.450 4.769 0.0 0.0 0.0
H 5.221 -4.319 5.782 0.0 0.0 0.0
H 4.636 -2.869 6.595 0.0 0.0 0.0
H 5.638 -2.717 5.154 0.0 0.0 0.0
I -0.840 -2.002 -1.647 0.1 -0.3 0.1
C -1.884 -1.527 -3.449 0.1 0.0 0.0
I -2.643 0.413 -3.552 -0.1 0.3 0.0
H -2.706 -2.229 -3.440 0.0 -0.1 -0.1
H -1.188 -1.702 -4.258 -0.1 -0.1 -0.1
O 1.763 1.722 -0.200 0.2 0.1 0.0
N 2.078 2.232 -1.358 -0.1 0.1 -0.3
N 1.538 1.580 -2.282 0.2 -0.1 0.4
O 0.835 0.524 -1.923 0.0 0.2 -0.8
C 1.751 1.836 -3.681 -0.1 0.1 0.0
C 2.472 2.967 -4.040 0.0 0.0 0.0
C 2.674 3.197 -5.389 0.0 0.0 0.0
C 2.164 2.318 -6.337 0.0 0.0 0.0
C 1.440 1.199 -5.945 0.0 0.0 0.0
C 1.223 0.946 -4.602 0.0 0.0 0.0
H 2.861 3.645 -3.295 0.0 0.0 0.0
H 3.231 4.070 -5.700 0.0 0.0 0.0
H 2.328 2.509 -7.388 0.0 0.0 0.0
H 1.041 0.523 -6.689 0.0 0.0 0.0
H 0.652 0.089 -4.275 0.0 0.0 0.0
Cl -1.361 1.584 -0.041 0.0 -0.2 0.0
```
Positions in Å, forces in eV/Å.

* spin multiplicity: 2
* Kohn-Sham gap (alpha / beta): 5.98 / 6.19 eV
* calculated total energy: -2737.7636 a.u.
* highest occupied orbital energy (alpha / beta): -14.06 / -14.06 eV
* ΔE to the lowest compared entry with this formula, charge and spin: 5.72 kcal per mole
* net charge: +2


Record 3
A structure of composition C23H27BF5IrN3O3S4Sb, computed with the ωB97M-V functional and the def2-TZVPD basis.

```
68
Properties=species:S:1:pos:R:3:forces:R:3
Ir 0.474 2.887 -0.347 0.0 0.2 0.0
S 4.459 3.408 2.431 0.1 0.0 -0.1
Sb 3.734 4.643 0.618 0.0 0.0 0.0
S 1.823 2.097 -2.170 -0.1 -0.1 0.0
S 1.315 4.915 0.614 0.0 -0.1 -0.1
S 4.637 6.745 0.445 0.0 0.0 0.0
C -3.915 0.792 -1.863 0.0 0.0 0.0
N -2.714 0.050 -1.559 0.0 0.0 0.0
C -2.654 -0.560 -0.247 0.0 0.0 0.0
C -1.596 0.051 -2.342 0.1 0.0 0.0
C -1.579 0.947 -3.558 0.0 0.0 0.0
O -0.640 -0.661 -2.081 0.0 -0.1 0.0
H -4.783 0.206 -1.549 0.0 0.0 0.0
H -4.004 0.967 -2.932 0.0 0.0 0.0
H -3.947 1.754 -1.346 0.0 0.1 0.0
H -3.330 -1.419 -0.179 0.0 0.0 0.0
H -2.934 0.173 0.514 0.0 0.0 0.0
H -1.635 -0.889 -0.063 0.0 0.0 0.0
H -2.076 0.449 -4.396 0.0 0.0 0.0
H -0.533 1.114 -3.807 0.0 0.0 0.0
H -2.056 1.909 -3.385 0.0 0.0 0.0
C -0.717 2.318 4.469 0.0 0.0 0.0
N 0.593 2.296 3.830 -0.1 0.0 0.0
C 1.515 3.372 4.215 -0.1 0.0 0.0
C 0.613 1.916 2.564 0.1 0.1 0.0
N 0.631 1.584 1.456 0.0 -0.1 0.1
H -0.585 2.186 5.544 0.0 0.0 0.0
H -1.329 1.508 4.080 0.0 0.0 0.0
H -1.232 3.266 4.284 0.0 0.0 0.0
H 1.695 3.294 5.288 0.0 0.0 0.0
H 1.086 4.348 3.971 0.0 0.0 0.0
H 2.455 3.277 3.669 0.0 0.0 0.0
C 1.605 -4.911 1.728 0.0 0.0 0.0
C 2.019 -5.246 0.295 0.0 0.0 0.0
C 0.978 -6.214 -0.284 0.0 0.0 0.0
C 3.384 -5.946 0.343 0.0 0.0 0.0
C 2.113 -3.996 -0.586 0.0 0.0 0.0
C 2.418 -4.138 -1.940 0.0 0.0 0.0
C 2.517 -3.046 -2.806 0.0 0.0 0.0
C 2.298 -1.797 -2.276 0.0 0.0 0.0
O 2.315 -0.586 -2.885 0.0 0.0 0.0
B 1.953 0.354 -1.878 0.1 0.0 0.0
O 1.833 -0.328 -0.647 -0.1 0.0 0.0
C 2.001 -1.639 -0.927 0.0 0.0 0.0
C 1.905 -2.711 -0.068 0.0 0.0 0.0
H 1.535 -5.833 2.312 0.0 0.0 0.0
H 0.633 -4.417 1.758 0.0 0.0 0.0
H 2.333 -4.260 2.215 0.0 0.0 0.0
H 0.853 -7.079 0.375 0.0 0.0 0.0
H 1.276 -6.580 -1.267 0.0 0.0 0.0
H 0.012 -5.718 -0.392 0.0 0.0 0.0
H 3.328 -6.856 0.951 0.0 0.0 0.0
H 4.138 -5.287 0.778 0.0 0.0 0.0
H 3.720 -6.223 -0.657 0.0 0.0 0.0
H 2.583 -5.129 -2.347 0.0 0.0 0.0
H 2.747 -3.176 -3.856 0.0 0.0 0.0
H 1.665 -2.531 0.970 0.0 0.0 0.0
F -2.139 2.540 1.717 0.0 0.0 0.0
C -2.484 3.234 0.601 -0.1 0.0 -0.1
C -1.588 3.387 -0.447 0.0 0.0 0.1
C -2.103 4.115 -1.511 0.0 0.0 0.0
F -1.346 4.347 -2.605 0.0 0.0 0.0
C -3.382 4.644 -1.550 0.0 0.0 0.0
F -3.828 5.330 -2.622 0.0 0.0 0.0
C -4.226 4.467 -0.470 0.0 0.0 0.0
F -5.476 4.971 -0.485 0.0 0.0 0.0
C -3.769 3.753 0.620 0.0 0.0 0.0
F -4.589 3.563 1.675 0.0 0.0 0.0
```
Positions in Å, forces in eV/Å.

* spin multiplicity: 5
* Kohn-Sham gap (alpha / beta): 4.93 / 5.70 eV
* calculated total energy: -3744.2940 a.u.
* highest occupied orbital energy (alpha / beta): -1.17 / -1.94 eV
* ΔE to the lowest compared entry with this formula, charge and spin: 10.40 kcal per mole
* net charge: -2


Record 4
A structure of composition C23H27BFN3NdO6 in a non-equilibrium geometry, computed with the ωB97M-V functional and the def2-TZVPD basis.

```
62
Properties=species:S:1:pos:R:3:forces:R:3
Nd 8.621 11.860 10.007 -0.1 2.7 -2.5
O 10.760 8.772 7.705 0.4 -0.7 -0.5
C 10.518 9.797 8.331 -0.9 -0.4 0.9
N 9.776 9.852 9.480 0.7 0.1 -0.4
C 9.261 8.590 9.961 1.4 0.3 -0.2
C 7.795 8.583 10.111 -2.3 0.5 0.6
C 7.109 7.400 10.447 0.3 0.5 -0.6
C 5.731 7.371 10.534 0.2 0.1 0.1
C 5.042 8.582 10.368 -0.5 0.4 0.7
C 5.758 9.744 10.159 1.5 -0.1 -0.6
N 7.108 9.740 10.002 0.0 -0.8 0.1
C 10.999 11.109 7.775 0.0 1.4 0.3
C 11.581 11.211 6.509 0.0 -1.6 0.6
C 11.864 12.470 6.039 -0.6 1.5 -0.2
C 11.493 13.621 6.756 0.4 -1.2 -0.1
C 11.112 13.433 8.097 0.2 -0.1 0.0
N 10.826 12.191 8.561 0.5 -0.2 -0.3
H 9.723 8.303 10.931 -0.2 0.2 -0.2
H 9.587 7.832 9.263 -0.1 -0.6 -0.3
H 7.754 6.550 10.542 -0.2 -0.7 0.2
H 5.232 6.416 10.744 0.0 0.6 -0.1
H 3.969 8.713 10.547 0.3 -0.5 -0.3
H 5.337 10.742 10.028 -0.2 -0.4 0.2
H 11.787 10.270 5.966 -0.1 0.8 0.3
H 12.325 12.612 5.073 -0.1 -0.1 -0.2
H 11.489 14.586 6.263 0.3 0.1 0.4
H 11.032 14.273 8.801 0.0 -0.8 -0.5
C 11.305 12.761 12.078 0.5 0.9 -2.0
O 10.382 13.495 11.210 0.7 -2.0 1.5
C 10.144 14.702 11.872 -1.0 0.2 1.2
C 11.072 15.770 11.393 -0.2 1.7 0.6
O 10.439 16.686 10.524 -0.1 -0.2 -0.4
C 10.982 17.969 10.542 -0.3 1.0 0.8
H 12.176 13.428 12.165 0.1 -0.4 0.3
H 11.614 11.891 11.495 -0.1 -0.2 0.4
H 10.910 12.581 13.069 -0.3 -0.4 0.1
H 10.306 14.529 12.980 -0.3 0.4 -1.0
H 9.089 14.958 11.726 0.3 0.2 -0.1
H 11.941 15.374 10.927 0.8 -0.8 -0.7
H 11.462 16.338 12.241 -0.1 0.1 0.4
H 10.593 18.506 11.458 0.6 -0.3 -0.6
H 10.634 18.545 9.673 0.0 -0.4 0.1
H 12.084 17.997 10.546 -0.2 -0.2 0.0
O 9.095 15.897 7.872 -1.0 3.5 0.2
B 9.012 15.034 8.946 0.8 -3.0 -0.4
O 7.965 15.306 9.781 -2.3 3.0 0.3
C 7.518 16.615 9.411 1.5 -0.2 0.1
C 6.708 17.488 10.097 0.6 0.6 -0.4
C 6.702 18.841 9.609 -0.9 -0.9 0.8
C 7.343 19.230 8.469 1.1 -0.4 -1.4
C 8.176 18.300 7.735 -0.7 0.9 0.1
C 8.295 17.067 8.291 -0.2 -3.2 0.0
H 6.181 17.207 11.012 0.1 0.1 -0.4
H 6.090 19.555 10.149 0.0 0.1 0.0
H 7.253 20.242 8.061 -0.1 -0.3 0.4
H 8.627 18.571 6.765 -0.1 -0.2 0.8
F 7.435 12.534 8.265 0.3 -0.8 0.7
C 6.401 12.223 12.655 0.2 -1.1 -0.8
O 7.325 12.288 11.592 -1.4 0.3 2.0
H 6.947 12.176 13.613 -0.4 0.2 0.0
H 5.789 11.280 12.564 0.5 0.4 0.2
H 5.633 13.014 12.674 0.5 0.2 -0.1
```
Positions in Å, forces in eV/Å.

* spin multiplicity: 4
* Kohn-Sham gap (alpha / beta): 4.29 / 4.29 eV
* calculated total energy: -2194.5921 a.u.
* highest occupied orbital energy (alpha / beta): -1.84 / -1.85 eV
* net charge: -1